Molecular formula: CH3NS3
Method: DFT, wB97M-V/def2-TZVPD

Values from the calculation:
energy relative to the best compared isomer or geometry (same formula, charge and spin)	87.6	kcal per mole
frontier orbital gap (spin up / spin down)	7.5 / 7.5	eV
LUMO level (spin up / spin down)	-0.331 / -0.331	eV

Geometry as XYZ:
```
8
CH3NS3 wB97M-V/def2-TZVPD
C -0.89 0.21 -0.05
N 1.38 -1.26 -0.07
S -0.07 1.59 0.03
S -2.42 -0.37 0.02
S 1.90 0.25 -0.09
H 1.58 -1.85 -0.88
H -3.23 0.81 -0.29
H 1.75 0.61 1.33
```

Molecular formula: C26H25AgClP2Se3Te
Method: DFT, wB97M-V/def2-TZVPD

Values from the calculation:
energy relative to the best compared isomer or geometry (same formula, charge and spin)	4.3	kcal per mole
frontier orbital gap	5.7	eV
LUMO level	2.468	eV
charge	-1

Geometry as XYZ:
```
59
C26H25AgClP2Se3Te wB97M-V/def2-TZVPD
Ag 0.54 0.64 -0.17
Cl -0.48 -2.58 1.64
C -0.13 -1.86 3.19
C 0.29 -2.72 4.19
C 0.57 -2.23 5.45
C 0.42 -0.87 5.70
C -0.01 -0.02 4.69
C -0.29 -0.49 3.41
P -0.72 0.64 2.02
C -2.50 0.29 1.77
C -3.26 -0.52 2.60
C -4.62 -0.72 2.34
C -5.21 -0.12 1.24
C -4.45 0.68 0.40
C -3.10 0.88 0.65
C -0.75 2.28 2.80
C -1.86 2.80 3.47
C -1.81 4.07 4.03
C -0.65 4.82 3.93
C 0.45 4.32 3.25
C 0.40 3.05 2.68
H 0.40 -3.77 3.96
H 0.91 -2.90 6.23
H 0.63 -0.47 6.69
H -0.13 1.03 4.90
H -2.81 -0.99 3.46
H -5.20 -1.35 3.00
H -6.26 -0.28 1.03
H -4.90 1.13 -0.48
H -2.50 1.47 -0.03
H -2.77 2.21 3.54
H -2.68 4.47 4.54
H -0.62 5.82 4.36
H 1.35 4.92 3.14
H 1.24 2.68 2.10
Se -0.22 3.11 -1.13
Se 1.90 2.81 -2.16
Te 3.36 1.73 -0.41
Se 2.81 -0.73 -0.57
C -0.33 -2.52 -2.10
P -0.98 -0.81 -1.86
C -0.48 -0.05 -3.44
C -2.78 -1.09 -2.09
C -3.44 -1.99 -1.24
C -4.81 -2.17 -1.31
C -5.57 -1.42 -2.21
C -4.93 -0.51 -3.04
C -3.55 -0.35 -2.98
H -0.69 -3.19 -1.32
H 0.76 -2.47 -2.02
H -0.61 -2.93 -3.08
H -0.90 -0.56 -4.30
H 0.61 -0.09 -3.47
H -0.75 1.01 -3.43
H -2.87 -2.54 -0.50
H -5.30 -2.87 -0.64
H -6.64 -1.55 -2.26
H -5.51 0.08 -3.74
H -3.07 0.37 -3.63
```

Molecular formula: C13H13ClN2O4S2
Method: DFT, wB97M-V/def2-TZVPD

Values from the calculation:
energy relative to the best compared isomer or geometry (same formula, charge and spin)	0.6	kcal per mole
frontier orbital gap	9.0	eV
LUMO level	0.288	eV
structure (SMILES)	CCOC(=O)c1sc(NS(=O)(=O)c2ccccc2Cl)nc1C

Geometry as XYZ:
```
35
C13H13ClN2O4S2 wB97M-V/def2-TZVPD
C 6.63 -0.41 0.47
C 5.86 -0.23 -0.83
O 4.46 -0.43 -0.62
C 3.75 0.61 -0.17
O 4.22 1.71 0.05
C 2.36 0.25 0.01
S 1.81 -1.37 -0.35
C 0.21 -0.86 0.12
N -0.87 -1.68 0.06
S -2.26 -1.28 0.98
O -1.89 -1.19 2.35
O -3.23 -2.24 0.59
C -2.65 0.35 0.36
C -2.70 1.40 1.26
C -3.00 2.67 0.81
C -3.25 2.88 -0.54
C -3.21 1.83 -1.44
C -2.91 0.55 -0.98
Cl -2.84 -0.77 -2.06
N 0.11 0.37 0.49
C 1.30 1.02 0.45
C 1.36 2.44 0.86
H 7.70 -0.32 0.27
H 6.34 0.35 1.19
H 6.44 -1.39 0.89
H 6.01 0.77 -1.23
H 6.14 -0.98 -1.57
H -0.74 -2.64 -0.22
H -2.48 1.19 2.29
H -3.03 3.50 1.50
H -3.49 3.87 -0.90
H -3.41 1.98 -2.49
H 1.08 2.53 1.91
H 2.36 2.83 0.71
H 0.64 3.01 0.28
```

Molecular formula: C36H70FN11O8
Method: DFT, wB97M-V/def2-TZVPD

Values from the calculation:
frontier orbital gap	8.3	eV
LUMO level	-0.215	eV
structure (SMILES)	NCCCCc1ccc(F)c2nccnc12.CN(C)C=O.CN(C)C=O.CN(C)C=O.CN(C)C=O.CN(C)C=O.CN(C)C=O.CN(C)C=O.CN(C)C=O

Geometry as XYZ:
```
126
C36H70FN11O8 wB97M-V/def2-TZVPD
N 5.09 -0.41 0.87
C 4.01 -0.44 -0.12
C 3.15 0.84 -0.20
C 2.56 1.31 1.14
C 1.58 0.29 1.82
C 0.73 -0.48 0.82
C 0.80 -1.84 0.82
C 0.03 -2.58 -0.14
C -0.77 -1.93 -0.99
F -1.46 -2.68 -1.88
C -0.90 -0.49 -1.03
N -1.72 0.08 -1.98
C -1.67 1.40 -1.88
C -0.93 2.14 -0.92
N -0.16 1.58 -0.02
C -0.13 0.22 -0.09
H 4.88 0.15 1.68
H 5.99 -0.18 0.47
H 3.40 -1.36 0.01
H 4.49 -0.56 -1.11
H 2.38 0.67 -0.98
H 3.79 1.65 -0.60
H 3.39 1.58 1.81
H 1.99 2.23 0.98
H 0.95 0.83 2.54
H 2.20 -0.39 2.44
H 1.47 -2.35 1.51
H 0.12 -3.67 -0.13
H -2.26 2.00 -2.61
H -0.99 3.23 -0.95
C -0.08 -7.47 -0.74
N -0.32 -7.17 0.66
C -1.47 -7.77 1.32
C 0.49 -6.36 1.36
O 0.34 -6.07 2.54
H -0.94 -7.15 -1.34
H 0.06 -8.55 -0.87
H 0.81 -6.95 -1.09
H -2.12 -6.98 1.70
H -1.13 -8.37 2.16
H -2.02 -8.40 0.62
H 1.33 -5.96 0.77
C 4.14 7.08 -0.96
N 3.85 5.67 -0.72
C 2.83 5.02 -1.53
C 4.48 4.95 0.22
O 4.25 3.77 0.45
H 3.25 7.69 -0.80
H 4.48 7.20 -1.99
H 4.93 7.42 -0.28
H 2.04 4.63 -0.88
H 3.28 4.17 -2.06
H 2.41 5.72 -2.24
H 5.23 5.53 0.78
C 5.80 -4.62 3.09
N 5.13 -4.57 1.80
C 5.58 -3.62 0.80
C 4.11 -5.39 1.50
O 3.51 -5.39 0.43
H 5.71 -3.64 3.58
H 6.86 -4.85 2.93
H 5.36 -5.38 3.73
H 4.76 -2.96 0.54
H 5.90 -4.16 -0.10
H 6.41 -3.03 1.18
H 3.84 -6.07 2.32
C 8.25 -7.94 -0.71
N 8.03 -7.64 0.69
C 6.90 -8.23 1.38
C 8.86 -6.83 1.38
O 8.73 -6.54 2.56
H 7.38 -7.62 -1.29
H 8.38 -9.02 -0.84
H 9.13 -7.42 -1.08
H 6.26 -7.44 1.77
H 7.26 -8.83 2.22
H 6.33 -8.86 0.69
H 9.68 -6.42 0.77
C -6.83 2.40 -2.71
N -5.87 3.49 -2.63
C -6.33 4.81 -2.22
C -4.57 3.32 -2.91
O -3.72 4.19 -2.86
H -7.61 2.65 -3.43
H -7.28 2.24 -1.73
H -6.33 1.49 -3.03
H -6.11 5.53 -3.01
H -5.79 5.11 -1.32
H -7.40 4.79 -2.01
H -4.32 2.29 -3.22
C -1.65 6.39 0.11
N -0.74 7.51 0.19
C -1.25 8.81 0.59
C 0.57 7.39 -0.10
O 1.39 8.30 -0.05
H -2.44 6.61 -0.62
H -2.10 6.21 1.09
H -1.13 5.49 -0.21
H -1.06 9.54 -0.20
H -0.73 9.14 1.49
H -2.31 8.75 0.79
H 0.85 6.37 -0.40
C -4.70 -2.53 -2.14
N -6.11 -2.40 -2.45
C -6.88 -3.58 -2.81
C -6.71 -1.21 -2.40
O -7.89 -0.99 -2.64
H -4.17 -2.93 -3.01
H -4.57 -3.20 -1.30
H -4.27 -1.56 -1.89
H -7.30 -3.44 -3.81
H -7.70 -3.71 -2.10
H -6.24 -4.46 -2.81
H -6.02 -0.40 -2.11
C -7.90 4.01 2.40
N -6.94 5.10 2.48
C -7.39 6.42 2.89
C -5.64 4.92 2.18
O -4.78 5.78 2.22
H -8.68 4.27 1.69
H -8.35 3.86 3.38
H -7.42 3.09 2.08
H -7.18 7.13 2.10
H -6.85 6.72 3.78
H -8.46 6.40 3.09
H -5.40 3.88 1.88
```